No. 1
Formula: C6H8BrCl2O2
Source: the OMol25 dataset
Level of theory: the ωB97M-V functional and the def2-TZVPD basis

The geometry in XYZ format:
```
19
Properties=species:S:1:pos:R:3:forces:R:3:mulliken_charge:R:1
C 0.287 1.283 1.010 -1.507 0.809 -1.504 0.42
C 1.365 -2.090 -0.100 3.756 -1.906 -1.878 -1.03
C -1.363 0.523 -1.465 -1.415 0.637 -1.349 -0.98
C 1.164 -1.031 0.907 1.346 1.270 -0.476 -0.12
C 0.974 0.334 0.197 -0.492 -0.088 2.400 -0.09
C -2.483 0.556 -0.740 1.413 0.010 -0.155 0.74
O -0.672 1.069 1.783 0.925 -0.853 0.424 -0.73
O 0.390 2.645 0.678 0.872 -0.030 -0.245 -0.53
Cl -3.230 -0.898 -0.291 -0.771 -0.957 0.311 -0.23
Cl -3.149 1.954 -0.015 -0.206 0.456 0.076 -0.19
Br 2.333 0.888 -1.052 -0.031 0.157 0.360 -0.26
H 1.702 -3.068 0.445 -0.851 1.355 -1.309 0.30
H 0.523 -2.196 -0.757 -0.659 -0.480 -0.118 0.27
H 2.288 -1.821 -0.925 -2.309 -0.692 2.503 0.16
H -1.219 -0.365 -2.103 0.536 0.420 0.846 0.28
H -0.275 3.075 1.239 0.104 -0.435 -0.141 0.32
H -0.985 1.489 -1.815 0.377 -0.493 0.363 0.28
H 0.228 -1.254 1.440 0.530 0.367 0.277 0.21
H 2.120 -1.093 1.565 -1.618 0.453 -0.387 0.17
```
Forces are in eV/Å.

frontier orbital gap = 6.06 eV
LUMO = 0.1162 Eh
charge = -1
E_HOMO = -2.90 eV
ΔE to the lowest compared entry with this formula, charge and spin = 118.22 kJ/mol

No. 2
Formula: C26H22CuN6S
Source: the OMol25 dataset
Level of theory: the ωB97M-V functional and the def2-TZVPD basis

The geometry in XYZ format:
```
56
Properties=species:S:1:pos:R:3:forces:R:3:mulliken_charge:R:1
Cu 1.131 0.741 -0.648 -0.339 -0.231 -0.090 -0.46
N 1.057 -1.490 3.177 -0.023 -0.034 0.019 0.01
C 0.733 -0.655 2.181 -0.031 -0.023 -0.069 -0.31
N 1.518 -0.302 1.216 0.238 -0.102 0.264 -0.30
C 2.831 -0.805 1.212 -0.051 -0.156 0.132 0.66
N 3.723 -0.363 0.396 -0.210 0.224 -0.234 -0.64
N 3.177 0.566 -0.470 0.159 -0.258 0.251 0.05
C 3.860 1.597 -0.745 -0.061 0.290 -0.207 -0.33
C 3.156 2.655 -1.503 0.097 -0.203 0.186 0.88
C 3.836 3.681 -2.138 0.040 0.041 -0.058 -0.85
C 3.108 4.668 -2.781 0.067 0.033 -0.020 -0.21
C 1.726 4.597 -2.767 -0.042 -0.021 -0.012 -0.77
C 1.125 3.534 -2.112 0.024 -0.107 -0.029 0.00
N 1.811 2.583 -1.480 0.114 0.244 -0.012 -0.04
C 3.193 -1.846 2.182 0.038 0.100 -0.106 0.68
C 4.419 -2.513 2.149 0.022 0.016 -0.016 -0.35
C 4.722 -3.456 3.107 -0.048 -0.001 0.026 -0.76
C 3.802 -3.745 4.118 0.041 -0.007 -0.010 -0.39
C 2.584 -3.101 4.165 -0.004 0.016 -0.013 -0.88
C 2.287 -2.155 3.188 -0.083 -0.030 0.092 0.23
H 0.377 -1.693 3.892 0.014 0.006 -0.015 0.25
H -0.279 -0.262 2.208 0.004 0.033 -0.008 0.41
H 4.876 1.740 -0.386 -0.004 0.010 -0.025 0.42
H 4.918 3.694 -2.132 -0.004 0.008 0.009 0.40
H 3.614 5.481 -3.285 -0.002 -0.001 0.003 0.43
H 1.119 5.351 -3.247 -0.007 -0.004 -0.002 0.38
H 0.046 3.440 -2.086 -0.013 0.029 0.031 0.36
H 5.120 -2.265 1.363 -0.002 0.001 0.001 0.48
H 5.672 -3.971 3.078 0.002 -0.003 0.005 0.41
H 4.043 -4.482 4.872 0.005 -0.003 -0.005 0.41
H 1.867 -3.325 4.945 -0.005 0.003 -0.005 0.37
N -0.601 0.137 -1.430 0.059 0.333 -0.319 -0.18
S -1.668 -0.824 -0.767 0.218 -0.249 0.323 0.19
C -2.905 -1.215 -1.973 -0.080 0.068 -0.099 0.47
C -3.838 -0.267 -2.379 -0.024 -0.085 -0.034 -0.32
C -4.736 -0.599 -3.378 0.011 -0.013 0.004 -0.68
C -4.699 -1.865 -3.955 -0.001 0.013 0.007 -0.41
C -3.765 -2.802 -3.540 0.016 0.010 0.015 -0.59
C -2.855 -2.478 -2.542 -0.052 0.007 -0.048 -0.30
C -2.668 0.085 0.413 -0.014 0.061 0.019 0.29
C -3.679 -0.581 1.099 0.005 0.030 0.011 -0.67
C -4.396 0.102 2.066 -0.004 0.021 0.001 -0.58
C -4.099 1.432 2.349 0.002 -0.022 -0.011 -0.48
C -3.082 2.080 1.666 0.014 0.002 -0.034 -0.60
C -2.355 1.404 0.690 -0.051 -0.001 0.062 -0.05
H -1.044 0.811 -2.051 -0.056 -0.037 0.005 0.25
H -3.874 0.709 -1.909 0.008 0.003 0.006 0.39
H -5.472 0.124 -3.703 -0.001 -0.004 -0.005 0.40
H -5.407 -2.120 -4.732 -0.002 0.001 0.000 0.40
H -3.742 -3.785 -3.990 -0.002 0.000 -0.005 0.39
H -2.116 -3.197 -2.213 0.006 0.002 0.007 0.38
H -3.911 -1.614 0.872 0.008 -0.004 -0.013 0.45
H -5.192 -0.401 2.600 -0.001 0.001 0.003 0.41
H -4.664 1.961 3.104 0.002 -0.001 0.004 0.40
H -2.853 3.114 1.887 0.003 -0.002 -0.002 0.42
H -1.549 1.888 0.151 0.000 -0.002 0.024 0.48
```
Forces are in eV/Å.

frontier orbital gap = 7.27 eV
LUMO = -0.0979 Eh
charge = +1
E_HOMO = -9.93 eV

No. 3
Formula: C8H17N4S
Source: the OMol25 dataset
Level of theory: the ωB97M-V functional and the def2-TZVPD basis

The geometry in XYZ format:
```
30
Properties=species:S:1:pos:R:3:forces:R:3:mulliken_charge:R:1
C 3.653 -1.045 -3.195 -4.503 3.337 0.379 -1.37
C 2.886 -1.219 -1.890 0.440 4.387 0.062 -0.43
C 1.372 -0.881 -1.917 0.210 2.330 -0.289 -0.29
C 0.835 -0.684 -0.482 1.194 -1.674 2.088 -0.90
N -0.583 -0.524 -0.336 -0.371 2.695 0.641 -0.15
C -1.064 0.579 0.265 -0.989 0.320 -1.038 0.16
N -0.379 1.476 1.040 0.914 -2.286 -1.550 -0.40
C -1.028 2.369 1.696 1.024 0.439 -0.536 -0.10
N -2.338 2.392 1.816 -0.228 0.542 -0.008 -0.13
C -3.022 1.267 1.244 -1.698 -2.102 0.572 -0.13
S -2.691 -0.251 2.377 -1.055 1.282 0.435 0.01
C -3.412 0.543 3.859 0.137 0.068 -0.143 -0.98
N -2.371 0.949 -0.008 0.612 0.341 1.822 -0.21
H 3.218 -0.083 -3.698 1.452 -1.429 0.848 0.28
H 4.643 -1.071 -3.017 3.408 0.491 0.421 0.44
H 3.431 -1.787 -3.830 -0.808 -2.879 -2.614 0.41
H 2.950 -2.160 -1.497 0.618 -2.539 1.151 0.38
H 3.484 -0.465 -1.263 -1.366 -1.173 0.067 0.29
H 1.165 0.194 -2.383 0.513 -2.355 0.320 0.28
H 0.901 -1.681 -2.518 -0.341 0.549 0.447 0.29
H 1.227 0.219 0.033 0.361 -0.649 -0.772 0.31
H 1.031 -1.533 0.263 0.553 0.777 -1.336 0.42
H -1.192 -1.308 -0.443 -0.527 -0.127 -0.473 0.32
H -0.413 3.155 2.137 -0.493 -0.012 0.192 0.43
H -2.634 3.075 2.487 -1.190 -0.050 0.069 0.28
H -4.171 1.189 1.102 2.092 1.330 0.437 0.45
H -2.719 1.068 4.483 0.881 1.060 -0.415 0.33
H -3.641 -0.173 4.592 -0.869 -1.699 0.462 0.37
H -4.317 1.134 3.693 0.177 -0.133 -0.321 0.34
H -2.968 0.519 -0.666 -0.150 -0.841 -0.917 0.29
```
Forces are in eV/Å.

frontier orbital gap = 8.93 eV
LUMO = -0.1421 Eh
charge = +1
E_HOMO = -12.79 eV
ΔE to the lowest compared entry with this formula, charge and spin = 62.26 kJ/mol
SMILES = CCCC/[NH+]=C1\N=CN[C@H](SC)N1

No. 4
Formula: C10H13O2
Source: the OMol25 dataset
Level of theory: the ωB97M-V functional and the def2-TZVPD basis

The geometry in XYZ format:
```
25
Properties=species:S:1:pos:R:3:forces:R:3:mulliken_charge:R:1
C -0.094 -1.937 -0.089 -0.231 0.186 0.182 0.35
C 1.404 -1.715 0.292 -0.597 -1.194 -0.336 -1.34
C -0.523 -3.332 0.530 0.366 0.836 -0.036 0.27
O -0.684 -4.297 -0.242 -0.076 0.131 0.047 -0.73
O -0.588 -3.260 1.778 -0.225 -0.492 0.125 -0.74
H -0.738 -1.145 0.425 1.025 -1.967 -0.735 -0.18
H -0.265 -1.926 -1.185 0.043 0.090 0.622 0.30
H 1.448 -2.080 1.303 0.267 -0.020 0.584 0.56
H 1.796 -0.705 0.289 -0.045 0.338 -0.180 0.35
H 2.059 -2.388 -0.307 -0.373 0.546 0.184 0.20
C 0.598 0.576 -1.947 0.167 0.754 -0.838 -1.30
C -0.510 3.565 0.812 -0.746 1.607 0.607 -0.25
C -1.113 2.311 0.883 0.156 -1.354 1.242 -0.70
C 0.517 3.847 -0.069 -0.435 -0.988 0.106 -0.54
C -0.695 1.244 0.079 0.772 2.006 -0.049 0.09
C 0.896 2.826 -0.931 1.744 1.056 0.498 -0.36
C 0.284 1.603 -0.908 -1.569 -1.892 0.105 0.71
H -0.869 4.381 1.477 0.276 -0.741 -0.345 0.29
H -1.757 2.055 1.760 0.257 0.542 -0.941 0.31
H 1.088 4.758 -0.099 -0.182 0.366 0.275 0.37
H -0.983 0.194 0.314 -0.020 1.701 -0.826 0.20
H 1.902 3.005 -1.385 -1.262 -0.517 -0.559 0.22
H 1.161 -0.205 -1.462 0.107 -0.441 -0.629 0.20
H 1.115 1.069 -2.776 0.593 -0.224 0.258 0.43
H -0.300 0.218 -2.463 -0.012 -0.331 0.639 0.32
```
Forces are in eV/Å.

frontier orbital gap = 7.11 eV
LUMO = 0.1129 Eh
charge = -1
E_HOMO = -4.04 eV
ΔE to the lowest compared entry with this formula, charge and spin = 129.33 kJ/mol